No. 1
20
Properties=species:S:1:pos:R:3 method="wB97M-V/def2-TZVPD" orbital_gap_ev=9.68 relative_energy_kcal_mol=83.3 largest_force_ev_per_a=9.06 multiplicity=1 total_charge=0
N -0.181 1.840 0.293
C 2.533 1.382 1.645
H 0.365 1.174 -2.121
N 1.721 0.348 0.857
H -3.513 -1.699 -1.016
H 1.330 -0.250 1.403
C -1.617 -2.057 -0.146
H -0.668 2.295 -0.397
O -0.686 -2.254 0.591
H 1.876 1.749 2.508
O -1.525 -2.656 -1.365
H -3.585 -1.331 0.656
H 3.011 2.023 0.808
H -0.508 -2.879 -1.641
H 1.986 0.851 -1.698
N 1.077 0.928 -1.500
C -2.908 -1.163 -0.278
C 0.764 0.990 -0.094
H -2.875 -0.094 -0.567
H 3.402 0.804 2.064

No. 2
20
Properties=species:S:1:pos:R:3 method="wB97M-V/def2-TZVPD" orbital_gap_ev=9.83 relative_energy_kcal_mol=69.4 largest_force_ev_per_a=9.18 multiplicity=1 total_charge=0
N -1.075 1.637 -0.707
N 0.913 2.527 0.305
N -0.732 1.670 1.684
H 1.244 -3.240 -0.679
O 0.041 -3.649 -2.801
H 0.251 0.135 2.926
H -1.462 0.199 2.767
O -0.154 -1.318 -2.887
H 1.501 2.597 1.021
H -0.089 -0.545 -2.179
H 1.076 3.065 -0.640
H -1.988 1.292 -0.808
H 0.084 -2.231 0.013
C 0.070 -2.556 -2.260
C -0.538 0.264 2.155
C 0.682 -2.276 -0.920
H -0.291 2.425 2.286
H -0.562 -0.519 1.436
C -0.427 1.970 0.383
H 1.456 -1.449 -1.097

No. 3
20
Properties=species:S:1:pos:R:3 method="wB97M-V/def2-TZVPD" orbital_gap_ev=8.93 relative_energy_kcal_mol=73.8 largest_force_ev_per_a=3.00 multiplicity=1 total_charge=0
H -0.735 1.412 -0.746
N 0.340 -0.036 1.701
H 0.020 -2.995 -0.144
H 0.055 -0.663 2.448
N -2.633 0.846 -0.455
H 1.284 -0.296 1.498
O -0.279 -2.493 0.646
N 2.996 0.511 0.019
H -3.051 0.212 0.208
C -0.902 -1.375 0.079
H 1.932 -1.097 -0.653
H 3.675 -0.781 -1.351
H -1.139 1.852 0.787
H -2.242 -0.904 -1.375
H -3.140 1.721 -0.394
H 3.901 0.939 -0.101
C -1.248 1.066 0.069
O -1.673 -1.645 -0.988
C 2.860 -0.486 -0.723
C -0.621 -0.174 0.572

No. 4
20
Properties=species:S:1:pos:R:3 method="wB97M-V/def2-TZVPD" orbital_gap_ev=8.89 relative_energy_kcal_mol=76.4 largest_force_ev_per_a=8.34 multiplicity=1 total_charge=0
N 2.321 0.960 -0.084
H -2.453 -0.276 2.477
O -1.928 -1.315 2.326
H 4.324 1.231 0.567
N 0.159 0.649 -0.600
C 3.688 1.283 -0.362
H -2.081 -3.663 1.281
C 1.401 1.217 -0.989
H 0.194 0.211 0.356
H 2.264 2.841 -2.008
O -2.864 -0.627 0.376
H -0.568 0.514 -1.163
H 3.754 2.325 -0.671
H 1.229 1.838 -2.842
C -2.085 -2.885 0.456
C -2.436 -1.546 1.024
H 4.275 0.681 -1.100
N 1.488 2.331 -2.058
H -1.015 -2.939 0.300
H -2.767 -3.227 -0.382

No. 5
20
Properties=species:S:1:pos:R:3 method="wB97M-V/def2-TZVPD" orbital_gap_ev=9.88 relative_energy_kcal_mol=30.3 largest_force_ev_per_a=2.59 multiplicity=1 total_charge=0
H 0.029 2.334 -0.961
H -0.768 2.824 1.513
H -1.433 -0.061 -2.340
O -2.298 -1.387 -0.115
H 0.198 2.028 2.749
H -0.212 -1.141 -2.642
N 0.758 1.985 -0.376
N 0.035 2.314 1.819
C -0.779 -0.748 -1.802
C 0.888 1.792 0.863
H 2.963 0.237 -0.232
C 2.366 -0.092 0.634
C -1.581 -1.729 -1.017
H -1.911 -3.632 -0.875
H 2.603 1.642 1.807
H -0.133 -0.177 -1.163
H 1.550 -0.708 0.282
O -1.406 -2.990 -1.377
N 1.920 1.017 1.427
H 3.123 -0.715 1.111

No. 6
20
Properties=species:S:1:pos:R:3 method="wB97M-V/def2-TZVPD" orbital_gap_ev=7.96 relative_energy_kcal_mol=96.4 largest_force_ev_per_a=1.82 multiplicity=1 total_charge=0
H -2.006 1.938 0.494
H 0.740 1.399 0.952
H -3.285 0.708 0.610
H 2.597 -0.781 -0.851
C 0.837 -1.232 0.067
N -0.050 0.105 -1.899
O -0.083 -0.649 2.173
H 0.432 0.828 -2.423
H -2.557 1.098 -0.980
N 2.075 -1.599 -0.556
C 0.909 -1.046 1.494
H 1.875 -1.148 1.998
H 1.878 -2.126 -1.398
C -2.368 0.987 0.089
H 0.471 2.215 -0.480
N 0.769 1.345 -0.057
C 0.142 0.216 -0.630
H 0.015 -1.900 -0.197
O -1.416 -0.052 0.253
H -0.976 -0.307 1.339

No. 7
20
Properties=species:S:1:pos:R:3 method="wB97M-V/def2-TZVPD" orbital_gap_ev=9.56 relative_energy_kcal_mol=72.6 largest_force_ev_per_a=8.84 multiplicity=1 total_charge=0
O -0.693 1.528 -1.106
H -3.739 2.182 -1.704
H -0.123 -2.861 1.020
N 1.448 1.237 0.769
H 2.845 -1.420 0.139
H 3.606 -0.130 0.705
H -3.377 0.358 -2.025
H -2.523 1.882 -2.995
C -1.764 1.109 -0.870
H 0.996 -2.478 2.267
N 0.625 -0.857 1.163
O -2.132 0.363 0.179
C -2.896 1.415 -1.934
H 0.464 1.591 0.589
C 1.541 -0.174 0.637
H -1.769 -0.224 0.919
H 2.122 1.897 0.278
H 1.661 -2.700 0.590
N 2.919 -0.402 0.156
C 0.789 -2.314 1.224

No. 8
20
Properties=species:S:1:pos:R:3 method="wB97M-V/def2-TZVPD" orbital_gap_ev=8.68 relative_energy_kcal_mol=36.2 largest_force_ev_per_a=2.37 multiplicity=1 total_charge=0
H -4.589 1.446 0.447
O -1.324 1.995 0.510
C -3.569 1.205 0.732
C 2.263 -1.657 -1.777
H 0.655 -0.399 -1.381
H -1.342 2.270 1.430
N 2.390 -1.519 1.069
N 1.128 0.414 1.002
O -2.728 2.494 -1.139
H 2.402 -2.719 -1.532
C -2.604 2.034 -0.054
C 1.561 -0.640 0.446
H 2.646 -1.353 2.001
H -3.405 0.152 0.483
H 2.997 -2.130 0.554
H 1.921 -1.516 -2.791
H -3.378 1.179 1.801
H 3.285 -1.283 -1.610
H 0.304 0.919 0.720
N 1.388 -0.892 -0.910

No. 9
20
Properties=species:S:1:pos:R:3 method="wB97M-V/def2-TZVPD" orbital_gap_ev=9.23 relative_energy_kcal_mol=80.9 largest_force_ev_per_a=8.02 multiplicity=1 total_charge=0
N 2.070 0.818 2.705
H -1.015 0.534 1.254
H 2.220 -2.248 3.905
H -2.934 -0.011 -3.913
H -1.894 -1.115 -3.177
C -1.220 0.841 -3.174
H 0.412 0.877 0.450
N 2.230 -1.267 3.677
O -1.110 1.947 -3.402
H -0.773 1.529 -1.445
O -1.029 0.604 -1.795
H -0.632 -0.800 0.221
C -1.931 -0.284 -3.816
N 0.616 -0.886 1.792
C -0.138 0.032 0.871
H 1.703 1.444 3.488
H 0.219 -1.776 1.600
C 1.474 -0.579 2.813
H -1.375 -0.514 -4.727
H 3.106 0.855 2.676

No. 10
20
Properties=species:S:1:pos:R:3 method="wB97M-V/def2-TZVPD" orbital_gap_ev="10.67 / 6.61" relative_energy_kcal_mol=36.9 largest_force_ev_per_a=1.77 multiplicity=2 total_charge=+1
H 1.392 -2.153 -0.121
H -0.047 -1.029 2.450
H -1.349 0.226 -3.482
H 2.891 -2.186 0.723
O -0.523 1.741 -1.251
C 0.870 0.314 1.302
C -1.308 -0.178 -2.471
O -2.542 0.898 -0.763
N -0.215 -0.248 1.832
H -0.388 -0.747 -2.360
C -1.371 0.890 -1.405
H 1.967 1.890 1.261
C 1.870 -1.834 0.827
H -2.764 1.806 -0.484
H 1.283 -2.258 1.638
N 0.971 1.688 1.337
H -1.006 0.355 2.018
N 1.848 -0.415 0.731
H -2.116 -0.874 -2.284
H 0.538 2.113 0.503